Below is C4H10N2O2 in the gas phase, with properties calculated with the ωB97M-V functional and the def2-TZVPD basis.

Each line ends with the natural charge from an NBO analysis.
Atoms and positions in Å:
H: 2.618 1.423 -0.285  0.33
N: 2.382 0.436 -0.410  -0.70
C: 1.273 0.212 0.196  0.66
O: 0.822 -1.049 0.300  -0.55
C: -0.110 -1.398 -0.806  -0.06
C: -1.321 -2.049 -0.174  -0.64
N: 0.436 1.152 0.781  -0.20
C: -0.053 2.295 0.036  -0.42
O: -0.500 0.673 1.714  -0.56
H: -0.407 -0.547 -1.429  0.19
H: 0.436 -2.111 -1.426  0.20
H: -1.016 -2.815 0.545  0.22
H: -1.950 -2.523 -0.933  0.22
H: -1.922 -1.313 0.371  0.22
H: -0.364 3.085 0.726  0.21
H: -0.913 2.005 -0.577  0.18
H: 0.713 2.708 -0.626  0.22
H: -0.121 -0.184 1.997  0.48

Summary:
LUMO energy: 0.0315 hartree
E_tot: -11382.772 eV
SMILES: [H]/N=C(/OCC)N(C)O
HOMO-LUMO gap: 9.389 eV
HOMO level: -8.53 eV
ΔE to the lowest compared entry with this formula, charge and spin: 95.3 kcal/mol
maximum force: 0.0281 Eh/bohr



Below is 2 unconnected molecules or ions with the total composition C3H8N2O, with properties calculated with the ωB97M-V functional and the def2-TZVPD basis.

Each line ends with the natural charge from an NBO analysis.
Atoms and positions in Å:
H: -0.491 -2.382 0.789  0.34
N: -0.002 -1.947 0.041  -0.65
C: -0.338 -0.752 -0.179  0.42
C: -1.446 -0.024 0.663  -0.67
N: -0.059 -0.155 -1.321  -0.42
C: 1.138 -0.007 -1.739  -0.01
H: -2.492 -0.041 0.307  0.23
H: -1.105 1.009 0.724  0.20
H: -1.456 -0.544 1.646  0.22
H: 2.002 -0.360 -1.342  0.17
H: 1.350 0.470 -2.701  0.17
O: 1.262 1.417 1.250  -0.92
H: 0.480 1.853 1.570  0.46
H: 1.156 1.462 0.292  0.46

Summary:
LUMO energy: 0.0146 hartree
E_tot: -8266.690 eV
SMILES: [H]/N=C(\C)N=C.O
HOMO-LUMO gap: 10.373 eV
HOMO level: -9.98 eV
ΔE to the lowest compared entry with this formula, charge and spin: 60.8 kcal/mol
maximum force: 0.1016 Eh/bohr



Below is C4H5NS in the gas phase, with properties calculated with the ωB97M-V functional and the def2-TZVPD basis.

Each line ends with the natural charge from an NBO analysis.
Atoms and positions in Å:
S: -2.931 0.015 0.004  -0.17
C: -1.267 0.046 -0.036  0.08
C: -0.384 1.224 -0.002  -0.26
C: 0.881 0.835 -0.002  -0.14
C: 0.972 -0.678 0.018  -0.26
N: -0.433 -1.046 -0.098  -0.58
H: -0.744 2.241 -0.113  0.24
H: 1.740 1.459 -0.029  0.22
H: 1.444 -1.055 0.971  0.22
H: 1.576 -1.092 -0.811  0.22
H: -0.855 -1.948 0.099  0.42

Summary:
LUMO energy: 0.0089 hartree
E_tot: -16553.952 eV
SMILES: S=C1C=CCN1
HOMO-LUMO gap: 8.525 eV
HOMO level: -8.28 eV
ΔE to the lowest compared entry with this formula, charge and spin: 2.6 kcal/mol
maximum force: 0.0215 Eh/bohr



Below is a molecular structure, C5H10O2, with properties calculated with the ωB97M-V functional and the def2-TZVPD basis.

Each line ends with the natural charge from an NBO analysis.
Atoms and positions in Å:
C: -0.895 -2.070 1.690  -0.25
O: 0.003 -1.821 0.637  -0.74
C: -0.837 1.075 -0.453  -0.41
C: -0.301 1.544 0.680  0.16
O: 0.932 1.909 0.214  -0.49
C: 0.477 1.444 -1.110  0.09
C: 1.381 0.363 -1.655  -0.64
H: -0.989 -1.211 2.369  0.16
H: -1.899 -2.330 1.327  0.16
H: -0.515 -2.920 2.265  0.18
H: -1.792 0.693 -0.782  0.23
H: -0.237 -0.962 0.264  0.47
H: -0.568 1.699 1.720  0.20
H: 0.419 2.312 -1.774  0.20
H: 0.953 -0.053 -2.573  0.22
H: 2.367 0.773 -1.894  0.22
H: 1.502 -0.444 -0.926  0.23

Summary:
LUMO energy: 0.0370 hartree
E_tot: -9439.734 eV
HOMO-LUMO gap: 10.246 eV
HOMO level: -9.24 eV
ΔE to the lowest compared entry with this formula, charge and spin: 76.3 kcal/mol
maximum force: 0.0094 Eh/bohr



Below is 7 unconnected molecules or ions with the total composition C22H44Br12NO5PS, with properties calculated with the ωB97M-V functional and the def2-TZVPD basis.

Each line ends with the Mulliken charge.
Atoms and positions in Å:
C: 1.515 -0.083 -0.271  -0.99
C: 1.554 1.450 -0.240  0.25
P: 1.984 2.046 -1.908  -0.35
C: 1.818 3.863 -2.008  -0.07
C: 3.147 4.535 -1.662  -1.30
C: 0.664 1.281 -2.945  -0.38
O: 0.500 1.729 -4.310  -0.50
S: -0.641 0.776 -4.955  1.16
O: -1.556 1.640 -5.632  -0.58
O: -0.085 -0.357 -5.623  -0.61
O: -1.234 0.256 -3.578  -0.29
C: -0.758 1.171 -2.508  0.42
C: -1.630 2.424 -2.574  -0.73
C: -1.818 3.065 -1.237  -0.06
O: -1.260 2.667 -0.203  -0.73
N: -2.730 4.168 -1.261  0.16
C: -3.988 3.823 -0.611  -0.98
C: -2.122 5.365 -0.702  -0.86
H: 1.781 -0.473 0.698  0.36
H: 0.523 -0.434 -0.521  -0.17
H: 2.200 -0.456 -1.023  0.38
H: 0.617 1.860 0.112  0.33
H: 2.357 1.768 0.406  0.28
H: 1.007 4.261 -1.405  0.05
H: 1.577 4.085 -3.043  0.44
H: 3.138 4.912 -0.648  0.32
H: 3.970 3.846 -1.784  0.37
H: 3.299 5.386 -2.313  0.40
H: 0.991 0.249 -3.052  0.35
H: -0.901 0.710 -1.545  0.52
H: -1.238 3.148 -3.277  0.37
H: -2.614 2.128 -2.916  0.38
H: -4.573 4.727 -0.512  0.40
H: -4.563 3.152 -1.237  0.26
H: -3.847 3.390 0.378  0.36
H: -2.822 6.181 -0.818  0.40
H: -1.233 5.632 -1.256  0.25
H: -1.888 5.278 0.359  0.36
Br: 3.434 -2.795 0.508  -0.09
C: 3.236 -4.202 1.833  -0.57
C: 1.788 -4.549 2.029  -0.66
Br: 0.844 -3.224 3.094  -0.08
H: 3.714 -3.855 2.743  0.38
H: 3.777 -5.057 1.438  0.36
H: 1.695 -5.479 2.584  0.37
H: 1.252 -4.632 1.089  0.36
Br: -2.160 -5.798 -2.524  -0.17
C: -3.006 -4.079 -2.849  -0.36
C: -2.027 -2.944 -2.754  -0.47
Br: -1.575 -2.551 -0.900  -0.10
H: -3.812 -3.990 -2.129  0.07
H: -3.418 -4.140 -3.854  0.43
H: -2.462 -2.029 -3.149  0.15
H: -1.094 -3.149 -3.267  0.45
Br: 7.891 2.051 -1.276  -0.15
C: 7.859 0.461 -0.158  -0.58
C: 6.455 0.023 0.160  -0.56
Br: 5.632 1.164 1.501  -0.09
H: 8.430 0.695 0.733  0.37
H: 8.373 -0.308 -0.730  0.38
H: 6.454 -0.976 0.588  0.32
H: 5.807 0.045 -0.710  0.33
Br: 2.264 3.030 3.615  -0.13
C: 2.073 1.111 3.342  -0.19
C: 2.200 0.341 4.627  -0.42
Br: 4.056 0.225 5.186  -0.16
H: 2.828 0.821 2.620  0.12
H: 1.083 0.978 2.907  0.22
H: 1.875 -0.683 4.479  0.07
H: 1.649 0.785 5.445  0.43
Br: -0.431 -1.120 6.344  -0.12
C: -1.252 0.482 5.601  -0.30
C: -2.695 0.255 5.243  -0.62
Br: -2.861 -0.785 3.609  -0.13
H: -0.662 0.769 4.738  0.01
H: -1.159 1.242 6.373  0.40
H: -3.188 1.203 5.043  0.35
H: -3.234 -0.281 6.016  0.39
Br: -6.572 -3.873 -1.017  -0.15
C: -6.649 -5.816 -1.120  -0.59
C: -6.263 -6.458 0.184  -0.56
Br: -4.342 -6.434 0.482  -0.11
H: -6.004 -6.117 -1.938  0.35
H: -7.683 -6.048 -1.365  0.35
H: -6.539 -7.510 0.181  0.34
H: -6.722 -5.966 1.034  0.37

Summary:
LUMO energy: 0.0095 hartree
E_tot: -895888.685 eV
SMILES: CCP(CC)[C@@H]1OS(=O)(=O)O[C@@H]1CC(=O)N(C)C.BrCCBr.BrCCBr.BrCCBr.BrCCBr.BrCCBr.BrCCBr
HOMO-LUMO gap: 8.692 eV
HOMO level: -8.43 eV
maximum force: 0.0531 Eh/bohr